# 1
Below is a structure of composition F2Fe2H10O5, with properties calculated with ωB97M-V/def2-TZVPD.

Atoms and positions in Å:
Fe1 1.3409 -0.9696 1.0029
Fe2 -1.5007 -1.7193 -0.5046
F1 -0.2945 0.0469 -0.0896
F2 0.2780 -2.7242 0.3620
O1 1.4732 1.3022 -1.6876
H1 1.3355 2.2495 -1.6857
H2 0.8423 0.9668 -1.0507
O2 0.0400 -0.9873 2.7030
H3 -0.7782 -1.2754 2.2984
H4 -0.0699 -1.1842 3.6332
O3 -0.7347 -1.7398 -2.4332
H5 -0.2974 -2.3356 -3.0415
H6 -0.7419 -0.8967 -2.8865
O4 -2.5974 1.8796 -0.3106
H7 -2.5619 2.3432 -1.1473
H8 -1.8737 1.2544 -0.3517
O5 1.9998 0.9120 1.5654
H9 2.6502 1.1710 2.2182
H10 1.4904 1.7065 1.4058

Lowest unoccupied orbital energy (alpha / beta) = -13.366 / -18.509 eV
HOMO energy (alpha / beta) = -23.9035 / -21.8506 eV
Charge = +3
Frontier orbital gap (alpha / beta) = 10.5372 / 3.3415 eV
Multiplicity = 10



# 2
Below is a structure of composition C42H29BrF4N4OPRe, with properties calculated with ωB97M-V/def2-TZVPD.

Atoms and positions in Å:
Re1 -0.5713 0.1494 0.7749
C1 1.4089 -3.6020 -0.3007
C2 0.4625 -2.6594 0.0905
N1 0.7820 -1.3974 0.3782
C3 2.0880 -1.0116 0.2875
C4 3.0980 -1.9018 -0.1088
C5 2.7266 -3.2248 -0.4109
C6 4.4354 -1.4365 -0.1434
C7 4.7142 -0.1611 0.2645
C8 3.6984 0.7100 0.6958
C9 2.3688 0.3172 0.6728
N2 1.2299 1.0200 1.0649
C10 1.2796 2.1332 1.9271
C11 2.2262 3.1302 2.0008
C12 2.1811 4.0899 3.0348
C13 1.1701 4.0938 3.9528
C14 0.1186 3.1503 3.8352
C15 -1.0193 3.1401 4.6680
C16 -2.0116 2.2156 4.4536
C17 -1.8619 1.2894 3.4212
N3 -0.7892 1.2545 2.6372
C18 0.1912 2.1841 2.8202
H1 1.0938 -4.6145 -0.5117
H2 -0.5841 -2.9238 0.1598
H3 3.4850 -3.9346 -0.7190
H4 5.2231 -2.1066 -0.4624
H5 5.7363 0.1926 0.2695
H6 3.9935 1.6766 1.0621
H7 2.9889 3.2327 1.2457
H8 2.9631 4.8352 3.0893
H9 1.1405 4.8246 4.7503
H10 -1.1065 3.8753 5.4587
H11 -2.9100 2.2045 5.0542
H12 -2.6351 0.5579 3.2217
O1 -2.6337 -0.8403 0.6835
C19 -3.0435 -1.9229 1.5121
C20 -1.9575 -2.1283 2.5122
C21 -2.0894 -3.0739 3.5173
C22 -1.0546 -3.2488 4.4160
C23 0.0908 -2.4700 4.2894
C24 0.1496 -1.5452 3.2740
N4 -0.8576 -1.3736 2.3949
H13 -3.3294 -0.6175 0.0536
H14 -3.1988 -2.8275 0.9175
H15 -3.9861 -1.6870 2.0106
H16 -2.9954 -3.6622 3.5892
H17 -1.1362 -3.9814 5.2084
H18 0.9241 -2.5796 4.9690
H19 1.0163 -0.9099 3.1428
F1 -3.4204 4.6473 -4.1273
C25 -2.7752 3.6491 -3.5811
C26 -2.0702 2.7536 -4.3728
F2 -2.0380 2.9101 -5.6740
C27 -1.4077 1.6915 -3.7778
F3 -0.7689 0.8300 -4.5570
C28 -1.4109 1.4993 -2.3994
P1 -0.5102 0.0740 -1.7115
C29 1.1378 0.3528 -2.4104
C30 1.8926 -0.5689 -3.1297
C31 3.1231 -0.1956 -3.6552
C32 3.6002 1.0938 -3.4762
C33 2.8561 2.0137 -2.7463
C34 1.6373 1.6432 -2.2056
C35 -1.4572 -1.3148 -2.3916
C36 -2.8447 -1.1423 -2.4752
C37 -3.6513 -2.1609 -2.9561
C38 -3.0860 -3.3652 -3.3578
C39 -1.7138 -3.5440 -3.2776
C40 -0.9016 -2.5323 -2.7801
C41 -2.1177 2.4172 -1.6401
Br1 -2.2157 2.2546 0.2485
C42 -2.7985 3.4760 -2.2043
F4 -3.4762 4.3200 -1.4430
H20 1.5283 -1.5644 -3.3275
H21 3.6960 -0.9128 -4.2283
H22 4.5430 1.3882 -3.9183
H23 3.2181 3.0257 -2.6184
H24 1.0618 2.3694 -1.6397
H25 -3.3003 -0.1946 -2.2039
H26 -4.7202 -2.0100 -3.0329
H27 -3.7162 -4.1589 -3.7368
H28 -1.2666 -4.4729 -3.6067
H29 0.1602 -2.7068 -2.7110

Lowest unoccupied orbital energy (alpha / beta) = -8.896 / -10.065 eV
HOMO energy (alpha / beta) = -15.4095 / -16.4097 eV
Charge = +3
Frontier orbital gap (alpha / beta) = 6.5130 / 6.3446 eV
Multiplicity = 2